(1)
Molecular formula: C3H10N2O
Method: DFT, the ωB97M-V functional and the def2-TZVPD basis

Values from the calculation:
Kohn-Sham gap   9.120 eV
Energy   -305.016453 hartree
SMILES   C=CN.NCO

Structure (ORCA input):
```
! RIJCOSX wB97M-V def2-TZVPD def2/J DEFGRID3
* xyz 0 1
C 1.5126 1.1658 0.6073
C 2.5974 1.8403 0.9975
N 1.4674 -0.1301 0.1206
H 0.5381 1.6514 0.6767
H 2.5575 2.8524 1.3620
H 3.5688 1.3771 0.8164
H -2.2822 -0.1608 0.9202
H 2.3541 -0.5370 -0.1301
H 0.7561 -0.7374 0.4901
N -2.2461 -0.4281 -1.3487
C -1.7063 -1.3872 -0.4239
O -1.6042 -0.8571 0.8744
H -1.5608 0.1764 -1.7772
H -2.8791 -0.8268 -2.0221
H -2.3513 -2.2685 -0.4044
H -0.7221 -1.7304 -0.7588
*
```

***

(2)
Molecular formula: C3H10N2O
Method: DFT, the ωB97M-V functional and the def2-TZVPD basis

Values from the calculation:
Kohn-Sham gap   10.120 eV
Energy   -304.938034 hartree
SMILES   NCCOCN

Structure (ORCA input):
```
! RIJCOSX wB97M-V def2-TZVPD def2/J DEFGRID3
* xyz 0 1
C 0.2486 -0.1291 -0.0056
O -0.0603 0.4999 1.1325
C 0.2050 -1.6598 0.2077
N 0.4454 -2.3946 -1.0403
H -0.5284 -0.0386 -0.8037
H 1.2360 0.0417 -0.4872
H 0.9307 -1.9186 0.9919
H -0.7939 -1.9090 0.5738
H 1.3900 -2.1960 -1.3574
H 0.4458 -3.3847 -0.8226
C 0.0503 1.9655 0.2184
N -1.2746 2.4016 0.3088
H 0.5185 2.3175 -0.7000
H 0.6569 2.3236 1.0460
H -1.6381 2.0553 1.1862
H -1.8318 2.0252 -0.4485
*
```

***

(3)
Molecular formula: C3H10N2O
Method: DFT, the ωB97M-V functional and the def2-TZVPD basis

Values from the calculation:
Kohn-Sham gap   9.713 eV
Energy   -304.981899 hartree
SMILES   [H]/N=C\NCC.O

Structure (ORCA input):
```
! RIJCOSX wB97M-V def2-TZVPD def2/J DEFGRID3
* xyz 0 1
C 1.0854 2.2635 -1.1589
C -0.0234 1.2823 -0.7850
N 0.2859 0.5242 0.4189
C -0.3511 -0.6861 0.6052
N -1.1030 -1.0475 1.5793
H 1.3674 2.1126 -2.1877
H 0.8447 3.3050 -0.9830
H 1.9417 2.0123 -0.5337
H -0.2349 0.5267 -1.5514
H -1.0275 1.6997 -0.6667
H 0.8018 0.9007 1.1973
H -0.1633 -1.3766 -0.2268
H -0.5718 -0.8728 2.4410
H -1.4393 -3.3845 1.1527
H -0.6055 -3.3011 0.0103
O -0.8069 -3.9585 0.6882
*
```

***

(4)
Molecular formula: C3H10N2O
Method: DFT, the ωB97M-V functional and the def2-TZVPD basis

Values from the calculation:
Kohn-Sham gap   9.321 eV
Energy   -305.022404 hartree
SMILES   NC=O.CNC

Structure (ORCA input):
```
! RIJCOSX wB97M-V def2-TZVPD def2/J DEFGRID3
* xyz 0 1
C 0.1711 -3.0620 -0.4185
N -0.1680 -1.6584 -0.5210
C -1.5825 -1.3774 -0.3324
H -0.0607 -3.7819 -1.2541
H -0.5199 -3.4393 0.3431
H 1.1808 -3.2091 0.0560
H 0.2947 -1.0778 -1.2001
H -1.9736 -2.1307 0.3564
H -1.7209 -0.4044 0.2093
H -2.2168 -1.2242 -1.2084
C 0.1708 2.2650 0.4738
N 1.1466 2.0053 1.3947
O 0.4052 2.3666 -0.7063
H -0.8666 2.2233 0.8743
H 1.1724 2.3543 2.3389
H 2.0436 2.0565 0.9258
*
```

***

(5)
Molecular formula: C3H10N2O
Method: DFT, the ωB97M-V functional and the def2-TZVPD basis

Values from the calculation:
Kohn-Sham gap   7.992 eV
Energy   -305.014537 hartree
SMILES   C/C(N)=C/N.O

Structure (ORCA input):
```
! RIJCOSX wB97M-V def2-TZVPD def2/J DEFGRID3
* xyz 0 1
C -1.4856 -0.2837 -1.2500
C -0.3156 -0.7109 -0.4308
C 0.8990 -0.5442 -0.9548
N 2.2142 -0.5816 -0.3686
N -0.4944 -1.1158 0.9455
H -1.4343 0.8096 -1.2653
H -1.3931 -0.7200 -2.2649
H -2.5012 -0.5341 -0.9285
H 0.9197 -0.2135 -1.9876
H 2.0944 -0.8583 0.6035
H 2.6096 0.3511 -0.3091
H -0.1994 -0.4499 1.6552
H -1.5043 -1.0736 1.0630
H 0.9183 2.2768 1.9350
H -0.4900 1.7184 2.1116
O 0.1627 1.9296 1.4460
*
```

***

(6)
Molecular formula: C3H10N2O
Method: DFT, the ωB97M-V functional and the def2-TZVPD basis

Values from the calculation:
Kohn-Sham gap   10.062 eV
Energy   -304.972869 hartree
SMILES   NNC=O.CC

Structure (ORCA input):
```
! RIJCOSX wB97M-V def2-TZVPD def2/J DEFGRID3
* xyz 0 1
C 1.4715 -1.2356 0.8936
C 0.9756 -0.9585 -0.5121
H 1.6119 -0.2956 1.4363
H 2.4227 -1.7765 0.8868
H 0.7586 -1.8536 1.4481
H 0.8202 -1.8948 -1.0642
H 1.7377 -0.4252 -1.0866
H -0.2171 -0.5488 -0.5428
N -1.4064 0.6759 -0.6436
N -2.3356 0.8173 0.4169
C -0.1792 1.4859 -0.5627
O 0.1368 2.1079 0.4343
H -1.8505 0.6151 -1.5587
H -2.0884 1.6742 0.9246
H -2.1585 0.0625 1.0796
H 0.3006 1.5498 -1.5493
*
```

***

(7)
Molecular formula: C3H10N2O
Method: DFT, the ωB97M-V functional and the def2-TZVPD basis

Values from the calculation:
Kohn-Sham gap   9.625 eV
Energy   -305.005648 hartree
SMILES   C=CO.NCN

Structure (ORCA input):
```
! RIJCOSX wB97M-V def2-TZVPD def2/J DEFGRID3
* xyz 0 1
C 2.7301 -1.1484 -0.6179
C 1.9547 -0.4020 0.1589
O 1.6944 -0.7909 1.4470
H 3.3237 -0.6483 -1.4189
H 2.9683 -2.1935 -0.3591
H 1.6543 0.6056 -0.0399
H 0.7208 -0.6434 1.5788
N -0.9859 -0.2432 0.6504
C -1.2223 0.9975 -0.0981
N -2.4888 1.1560 -0.8352
H -1.7287 -0.2844 1.3584
H -1.0872 -1.0695 0.0441
H -1.1393 1.8341 0.5778
H -0.4300 1.1472 -0.8562
H -2.7150 0.3231 -1.4354
H -3.2492 1.3602 -0.1548
*
```

***

(8)
Molecular formula: C3H10N2O
Method: DFT, the ωB97M-V functional and the def2-TZVPD basis

Values from the calculation:
Kohn-Sham gap (spin up / spin down)   11.199 / 5.224 eV
Energy   -304.634606 hartree
⟨S²⟩   0.756

Structure (ORCA input):
```
! RIJCOSX wB97M-V def2-TZVPD def2/J DEFGRID3
* xyz 1 2
C -0.1514 0.6011 0.3027
N -0.1635 -0.7182 -0.2192
C -1.0561 -1.5421 0.6783
O -1.1325 -2.8703 0.1606
C 1.1703 1.4121 -0.1733
N 1.1522 1.8070 -1.5165
H -0.0682 0.4976 1.4591
H -1.0081 1.2025 0.3332
H 0.7323 -1.1473 0.1859
H -0.6615 -1.5752 1.7732
H -1.9657 -1.0226 0.8001
H -2.0026 -2.9101 -0.3589
H 1.6080 2.2416 0.4185
H 1.9832 0.6520 0.0756
H 1.3307 1.0513 -2.0415
H 0.2330 2.3206 -1.8779
*
```

***

(9)
Molecular formula: C3H10N2O
Method: DFT, the ωB97M-V functional and the def2-TZVPD basis

Values from the calculation:
Kohn-Sham gap (spin up / spin down)   11.324 / 5.589 eV
Energy   -304.550920 hartree
⟨S²⟩   0.755

Structure (ORCA input):
```
! RIJCOSX wB97M-V def2-TZVPD def2/J DEFGRID3
* xyz 1 2
C -0.8171 -0.4718 -1.7442
N 0.0849 0.6883 -1.7596
C 1.0332 0.6684 -0.6410
O 0.8570 0.4069 0.5186
C -1.5403 -0.8567 -0.4295
N -2.2546 0.2559 0.2034
H -0.3209 -1.4119 -2.0232
H -1.6101 -0.3052 -2.4773
H 5.3728 0.1840 4.6968
H 1.8527 1.3324 -0.9224
H -0.1542 1.1850 -0.7156
H 5.0499 0.3033 4.0380
H -2.3489 -1.5405 -0.7126
H -0.8518 -1.1901 0.3921
H -2.7995 -0.1442 0.9737
H -1.5532 0.8960 0.6028
*
```

***

(10)
Molecular formula: C3H10N2O2
Method: DFT, the ωB97M-V functional and the def2-TZVPD basis

Values from the calculation:
Kohn-Sham gap   9.850 eV
Energy   -380.239186 hartree
SMILES   NCCC(N)=O.O

Structure (ORCA input):
```
! RIJCOSX wB97M-V def2-TZVPD def2/J DEFGRID3
* xyz 0 1
C 0.4230 0.1831 -0.1847
C 0.0360 0.2352 -1.8128
C 1.2331 0.9605 -2.3595
N 2.0769 0.0729 -3.2199
O 1.6948 2.1282 -2.1691
N -0.5928 -0.3309 0.5424
H 0.6215 1.2879 0.1215
H 1.2618 -0.5429 -0.0668
H -0.9486 0.8040 -1.9566
H -0.0140 -0.9023 -2.1327
H 2.7855 0.6611 -3.6078
H 2.1391 -0.9663 -3.0996
H -0.3844 -1.2721 0.8207
H -1.4812 -0.2997 0.0536
H -3.6700 -0.8683 6.5157
H -2.3313 -0.2573 6.6122
O -2.8494 -0.8930 5.9435
*
```

***

(11)
Molecular formula: C3H10N2O2
Method: DFT, the ωB97M-V functional and the def2-TZVPD basis

Values from the calculation:
Kohn-Sham gap   10.440 eV
Energy   -380.314601 hartree
SMILES   NC(=O)O.CNC

Structure (ORCA input):
```
! RIJCOSX wB97M-V def2-TZVPD def2/J DEFGRID3
* xyz 0 1
N -2.0404 -0.2897 1.1805
C -1.4331 -1.5270 1.5495
O -0.3029 -1.7693 0.9026
O -1.9021 -2.2751 2.3609
H -1.4708 0.4739 1.5286
H -2.9266 -0.2503 1.6690
H -0.1003 -1.0561 0.2301
C 0.0893 1.1539 -1.5658
N 0.6984 0.0317 -0.8658
C 1.9463 0.3883 -0.1971
H -0.0663 1.9741 -0.8715
H 0.7091 1.5301 -2.3999
H -0.8834 0.8592 -1.9545
H 0.8872 -0.6857 -1.5564
H 2.6913 0.8225 -0.8693
H 2.3714 -0.4926 0.2683
H 1.7327 1.1122 0.5907
*
```

***

(12)
Molecular formula: C3H10N2O2
Method: DFT, the ωB97M-V functional and the def2-TZVPD basis

Values from the calculation:
Kohn-Sham gap   10.224 eV
Energy   -380.283053 hartree
SMILES   NCCNC=O.O

Structure (ORCA input):
```
! RIJCOSX wB97M-V def2-TZVPD def2/J DEFGRID3
* xyz 0 1
C -0.3342 -1.9310 0.9986
N -0.4542 -1.0861 -0.0602
C -0.3244 0.3404 0.0116
C -0.3247 0.9359 1.4389
N -0.3462 2.4099 1.2856
O -0.7359 -3.0731 0.9942
H 0.2190 -1.5035 1.8458
H -0.8480 -1.5932 -0.8377
H 0.6104 0.6700 -0.4439
H -1.0709 0.8300 -0.6013
H 0.6029 0.6697 1.9364
H -1.2452 0.5346 1.8676
H 0.2152 2.7780 2.0430
H -1.2805 2.7520 1.4649
H 2.5700 1.5143 -4.6760
H 2.4052 1.4357 -3.1226
O 1.9313 1.4506 -3.9646
*
```

***

ΔE to the lowest compared entry with this formula, charge and spin values (in kJ/mol) by entry order: 152.8; 358.7; 243.5; 137.2; 157.8; 267.2; 181.2; 395.6; 615.3; 255.9; 57.9; 140.8.